DFT (ωB97M-V with the def2-TZVPD basis set) results for C15H24B2BeClFKLiMgN4O15P2 as an isolated structure in a non-equilibrium geometry.

**HOMO-LUMO gap**: 1.2921 eV
**Electronic energy**: -4047.711441 Ha

XYZ file:
```
68
Properties=species:S:1:pos:R:3:lowdin_charge:R:1
C -2.048 0.643 0.712 -0.318
C -0.872 -0.063 1.296 -0.503
P 0.385 1.087 2.243 0.605
B 1.665 0.987 0.748 -0.634
O 1.159 0.285 -0.411 0.050
N 3.022 1.541 0.829 -0.182
C 3.856 0.468 1.477 -0.047
C 3.537 1.997 -0.479 -0.084
P 1.697 2.358 3.495 0.707
N 1.430 1.765 5.156 -0.220
O 1.021 3.923 3.422 -0.361
H -2.012 1.151 -0.284 0.065
H -2.953 0.695 1.370 0.025
H -0.715 -1.171 1.220 0.040
H 0.540 0.018 3.230 -0.056
H -0.629 2.130 2.342 0.007
H 1.649 -0.557 -0.489 0.141
H 4.438 -0.169 0.756 0.116
H 4.541 0.960 2.225 0.110
H 3.122 -0.234 1.992 0.081
H 2.783 1.980 -1.310 0.058
H 4.461 1.421 -0.784 0.111
H 3.882 3.081 -0.392 0.016
H 0.441 1.953 5.409 0.022
H 1.487 0.734 5.135 0.016
H 1.002 4.235 2.505 0.028
Mg -1.912 -0.918 3.423 1.049
Cl -3.267 -0.902 -0.464 0.175
B 4.272 0.513 -5.451 -0.909
O 3.738 1.833 -5.058 0.020
C 4.293 2.139 -3.875 -0.540
O 4.061 3.178 -3.256 -0.111
C 5.178 1.074 -3.458 -0.422
O 5.821 1.055 -2.426 0.107
O 5.176 0.102 -4.381 0.248
O 3.176 -0.463 -5.627 0.191
C 3.238 -0.902 -6.878 -0.440
O 2.474 -1.719 -7.353 -0.068
C 4.362 -0.245 -7.578 -0.388
O 4.682 -0.424 -8.720 0.177
O 4.974 0.593 -6.740 0.262
O -4.326 -3.154 3.035 -0.098
C -4.437 -4.012 2.076 -0.294
C -5.743 -5.007 2.398 -0.269
O -5.841 -5.863 1.450 0.069
H -3.588 -4.692 1.906 0.136
H -4.619 -3.616 1.064 0.117
H -6.590 -4.319 2.552 0.132
H -5.562 -5.393 3.414 0.137
K 2.115 2.341 -3.834 1.131
Li 4.217 4.598 -0.950 0.862
Be 2.717 -3.611 -6.284 0.339
F 7.523 0.406 -3.365 -0.473
N -6.093 0.887 0.837 0.046
C -6.723 -0.294 0.916 -0.163
C -8.010 -0.449 1.408 -0.070
C -8.686 0.678 1.847 -0.076
C -8.056 1.911 1.777 -0.074
C -6.769 1.961 1.266 -0.159
H -6.153 -1.147 0.564 0.072
H -8.471 -1.428 1.446 0.102
H -9.693 0.598 2.239 0.108
H -8.552 2.813 2.111 0.103
H -6.237 2.903 1.189 0.099
N 5.109 -3.064 1.840 -0.655
O 5.988 -2.271 1.451 -0.073
O 5.149 -4.258 1.505 -0.059
O 4.178 -2.648 2.569 -0.134
```